C33H66O33 | the ωB97M-V functional and the def2-TZVPD basis

Cartesian coordinates (Å):
C (3.15949, -1.06102, 7.20266)
O (2.64048, -0.47288, 6.01672)
C (2.59120, -1.24590, 4.86767)
O (2.94686, -2.42565, 4.74355)
O (2.26639, -0.45761, 3.85549)
C (2.21254, -1.01302, 2.59353)
H (3.08018, -0.34721, 8.02258)
H (4.20983, -1.33662, 7.10821)
H (2.74130, -2.02459, 7.49381)
H (1.88311, -2.04980, 2.52542)
H (3.11730, -0.92626, 1.99188)
H (1.47284, -0.56481, 1.93018)
C (0.48808, 1.55640, -2.85120)
O (0.70354, 2.03760, -4.16534)
C (-0.36564, 2.11944, -4.98440)
O (-1.55683, 1.95863, -4.68767)
O (0.06414, 2.39212, -6.16646)
C (-0.79530, 2.47826, -7.27992)
H (1.36548, 1.15055, -2.34765)
H (-0.22855, 0.73957, -2.76569)
H (0.12595, 2.39529, -2.25686)
H (-0.34887, 2.91645, -8.17256)
H (-1.76553, 2.84152, -6.94109)
H (-1.10923, 1.48468, -7.59983)
C (3.83746, -4.20322, 2.27260)
O (2.56388, -4.07061, 2.88400)
C (1.49796, -3.61201, 2.16670)
O (1.60421, -3.21159, 1.07707)
O (0.43146, -3.63174, 2.91906)
C (-0.85835, -3.68946, 2.24415)
H (4.63874, -4.71930, 2.80150)
H (4.25001, -3.26002, 1.91442)
H (3.75132, -4.90367, 1.44191)
H (-0.82679, -4.52621, 1.54632)
H (-1.05915, -2.91289, 1.50610)
H (-1.68397, -3.87910, 2.93007)
C (0.14902, 4.63774, -3.52081)
O (-0.34365, 5.01470, -2.20599)
C (-0.68481, 4.07720, -1.26881)
O (-0.25419, 2.93892, -1.22263)
O (-1.27009, 4.64062, -0.26361)
C (-2.01095, 3.88582, 0.66659)
H (0.94284, 3.93513, -3.26725)
H (0.42340, 5.54245, -4.06332)
H (-0.56426, 4.01491, -4.06062)
H (-2.92455, 4.37567, 1.00347)
H (-1.42651, 3.51963, 1.51065)
H (-2.45486, 3.03939, 0.14256)
C (2.14457, -0.94317, 0.78337)
O (0.77184, -1.11286, 1.11491)
C (-0.25654, -0.66229, 0.42846)
O (-1.35822, -1.09635, 0.63315)
O (0.04431, 0.41296, -0.37285)
C (-1.00950, 0.97720, -1.11686)
H (2.74322, -1.63850, 1.37179)
H (2.43829, 0.04500, 1.13742)
H (2.32150, -1.08513, -0.28277)
H (-1.86265, 1.24070, -0.49172)
H (-1.28458, 0.29079, -1.91764)
H (-0.50240, 1.86621, -1.49185)
C (-4.66610, 3.22432, -0.60252)
O (-4.14422, 2.81921, 0.62369)
C (-3.43623, 1.67650, 0.65978)
O (-3.13144, 1.01934, -0.38488)
O (-3.09367, 1.34830, 1.86706)
C (-2.12015, 0.32479, 2.02517)
H (-5.60981, 2.74651, -0.86558)
H (-3.95716, 2.95623, -1.38586)
H (-4.75476, 4.31071, -0.60267)
H (-1.79421, 0.29050, 3.06472)
H (-1.25601, 0.50818, 1.38664)
H (-2.38269, -0.67713, 1.68559)
C (0.43918, 0.75669, 4.06552)
O (1.01416, 1.57193, 3.05773)
C (0.37121, 2.14811, 2.13300)
O (-0.86170, 2.08228, 1.97078)
O (1.24231, 2.84640, 1.34505)
C (0.76649, 3.71446, 0.34210)
H (-0.07268, 1.33226, 4.83677)
H (1.20894, 0.22647, 4.62626)
H (-0.27162, 0.04170, 3.65121)
H (0.12667, 3.17414, -0.35560)
H (1.68734, 3.92830, -0.20050)
H (0.25070, 4.58238, 0.75292)
C (2.68683, -0.53321, -4.15676)
O (2.39289, -1.41721, -3.15597)
C (1.11514, -1.47851, -2.59963)
O (0.30406, -0.60434, -2.78145)
O (1.10660, -2.55814, -1.75148)
C (-0.03335, -2.84912, -0.94719)
H (3.75851, -0.65196, -4.31648)
H (2.38312, 0.48361, -3.90788)
H (2.12063, -0.89701, -5.01419)
H (0.20183, -2.77402, 0.11448)
H (-0.31219, -3.90076, -1.01345)
H (-0.85231, -2.16093, -1.15648)
C (3.19787, -2.05569, -0.38174)
O (4.51604, -2.43336, -0.75413)
C (4.66076, -3.52641, -1.48833)
O (3.76801, -4.27165, -1.92731)
O (6.02597, -3.68254, -1.74256)
C (6.49320, -4.80817, -2.48314)
H (2.36106, -2.45969, -0.95150)
H (3.08386, -0.98510, -0.55186)
H (3.16670, -2.41195, 0.64792)
H (6.45287, -5.65899, -1.80301)
H (7.56900, -4.68131, -2.60424)
H (6.03197, -4.94663, -3.46099)
C (-2.50996, -1.84666, 1.52913)
O (-3.78805, -1.96539, 2.15849)
C (-3.94140, -2.43906, 3.43981)
O (-5.09897, -2.64398, 3.90136)
O (-2.75768, -2.81224, 3.99848)
C (-2.73187, -3.42648, 5.25429)
H (-1.81917, -1.30053, 2.17151)
H (-2.63802, -1.36154, 0.56148)
H (-2.13180, -2.85679, 1.37187)
H (-3.68995, -3.80808, 5.60722)
H (-2.48701, -2.71021, 6.03857)
H (-1.92291, -4.15687, 5.23942)
C (-4.63880, 4.90503, -2.25375)
O (-3.51281, 4.12979, -2.53665)
C (-3.64381, 2.85212, -3.04156)
O (-4.61332, 2.38897, -3.68203)
O (-2.38255, 2.23101, -2.88571)
C (-2.30421, 0.83033, -3.15485)
H (-4.98264, 5.44539, -3.13573)
H (-4.47958, 5.61833, -1.44509)
H (-5.61403, 4.46949, -2.03622)
H (-1.32123, 0.46826, -2.85355)
H (-2.45606, 0.55764, -4.19921)
H (-3.10454, 0.29995, -2.63882)

## Properties
**Relative energy (zero: lowest compared OMol25 entry of this formula, charge and spin)**: 69.082 eV
**Electronic energy**: -3777.46611 Eh
**Frontier orbital gap**: 8.1896 eV